No. 1
64
Properties=species:S:1:pos:R:3:forces:R:3 method="wB97M-V/def2-TZVPD" homo_ev=-8.02 e_tot_ev=-34268.92881 max_force_ev_per_a=0.3 spin_multiplicity=1 smiles=CCOC[SiH2]COO.CCN(CC)CC.CCN(CC)CC
C 3.46428 -0.82523 -2.49510 0.0 0.1 -0.3
C 3.67296 0.41113 -3.37224 0.2 -0.1 -0.1
O 2.66258 0.53999 -4.36396 -0.2 0.0 0.1
C 1.86427 1.71093 -4.25743 -0.1 -0.1 -0.1
Si 0.72241 1.78733 -2.73871 0.2 0.1 0.2
C -1.09946 1.48706 -3.15558 0.1 0.0 0.3
O -1.32046 0.41275 -4.06442 -0.2 0.1 -0.1
O -0.95943 -0.76624 -3.32896 0.1 0.0 0.1
H 3.08840 -0.57359 -1.50777 -0.1 -0.1 0.1
H 2.74982 -1.47357 -2.99949 -0.1 -0.1 0.1
H 4.39357 -1.38219 -2.40169 0.1 0.0 0.2
H 4.62228 0.31544 -3.90117 0.0 0.1 -0.1
H 3.73500 1.32252 -2.77522 0.0 0.1 0.1
H 2.48419 2.61191 -4.31056 0.1 0.0 0.1
H 1.24169 1.72787 -5.15380 0.0 0.0 -0.1
H 0.83325 3.14082 -2.13444 -0.1 0.0 0.0
H 1.17388 0.83475 -1.70232 0.0 0.0 0.0
H -1.59210 2.35727 -3.58889 0.1 0.0 -0.2
H -1.62481 1.27887 -2.21846 -0.1 0.0 0.0
H -0.53753 -1.29046 -4.01979 0.1 0.0 -0.1
C 0.94869 2.46677 2.01675 0.0 0.0 0.0
C 1.86178 1.26022 1.86410 -0.1 0.0 0.0
N 3.18288 1.46162 2.42714 0.0 0.0 0.0
C 4.14054 0.44769 2.02475 0.1 0.0 -0.1
C 3.90124 -0.99781 2.47832 0.1 0.0 0.0
C 3.21663 1.85775 3.82387 0.0 0.1 0.1
C 2.54378 0.93533 4.85001 0.0 0.0 0.0
H 1.41344 3.36055 1.59836 0.0 0.0 0.0
H 0.01538 2.28604 1.48121 0.0 0.0 0.0
H 0.69244 2.66725 3.05768 0.0 0.0 0.0
H 1.99117 1.06388 0.79564 0.0 -0.1 0.0
H 1.34937 0.37659 2.27935 0.0 0.0 0.0
H 5.13026 0.76845 2.36102 0.0 0.0 0.0
H 4.18028 0.46182 0.93043 -0.1 0.0 0.0
H 4.12306 -1.13779 3.53548 0.0 0.0 0.0
H 4.55530 -1.66972 1.91902 0.0 0.0 0.0
H 2.87449 -1.31768 2.29781 0.0 0.0 0.0
H 2.76075 2.84746 3.90279 0.0 0.0 0.0
H 4.26405 2.00284 4.09940 0.0 0.0 0.0
H 1.56349 0.59719 4.51130 0.0 0.0 0.0
H 2.39520 1.47542 5.78698 0.0 0.0 0.0
H 3.14592 0.05625 5.07437 0.0 0.0 0.0
C -6.48586 -1.88425 0.62250 0.0 0.0 0.0
C -5.16896 -1.13943 0.77865 -0.1 0.0 0.0
N -4.01214 -2.01348 0.73682 0.0 0.0 0.0
C -2.78300 -1.37263 1.16798 0.1 0.0 0.1
C -2.21777 -0.23327 0.30996 0.1 0.0 0.0
C -3.90621 -2.86015 -0.44007 0.0 -0.1 -0.1
C -3.89322 -2.17676 -1.81439 0.0 -0.1 0.0
H -6.56802 -2.68293 1.36066 0.0 0.0 0.0
H -7.31800 -1.19470 0.76941 0.0 0.0 0.0
H -6.59648 -2.32050 -0.37066 0.0 0.0 0.0
H -5.16384 -0.64506 1.75394 0.0 0.0 0.0
H -5.12684 -0.33567 0.02522 0.0 0.0 0.0
H -2.01931 -2.14860 1.26904 0.0 0.0 0.0
H -2.95594 -0.99293 2.17994 -0.1 0.0 0.0
H -1.76609 -0.60402 -0.60973 0.0 0.0 0.0
H -1.43768 0.29172 0.86689 0.0 0.0 0.0
H -2.98288 0.49953 0.04851 0.0 0.0 0.0
H -4.73146 -3.57601 -0.41869 0.0 0.0 0.0
H -3.00256 -3.46422 -0.32628 0.0 0.0 0.0
H -4.66871 -1.41364 -1.89896 0.0 0.0 0.0
H -4.08341 -2.91800 -2.59362 0.0 0.0 0.0
H -2.93655 -1.71250 -2.04289 0.0 0.1 0.0

---

No. 2
64
Properties=species:S:1:pos:R:3:forces:R:3 method="wB97M-V/def2-TZVPD" homo_ev=-2.78 total_charge=-1 e_tot_ev=-33508.69190 max_force_ev_per_a=0.8 spin_multiplicity=1
C 3.88155 -0.86245 -1.52313 0.1 0.1 0.0
C 2.38807 -1.02356 -1.41316 -0.1 -0.1 0.0
F 2.13900 -1.93630 -0.33582 0.1 0.1 -0.1
P 1.44687 0.63230 -1.01473 -0.2 0.3 -0.2
B -0.10086 -0.34709 -0.22210 -0.1 -0.2 -0.3
O -0.63215 0.06722 1.02269 0.1 -0.3 0.2
N -0.75382 -1.49469 -0.86549 -0.4 0.5 0.5
C -1.50076 -2.39250 -0.00573 -0.1 -0.1 0.0
C -1.44130 -1.22638 -2.11424 0.3 -0.2 -0.3
H 4.10272 -0.13730 -2.31348 0.0 -0.1 0.1
H 4.40280 -1.80151 -1.74664 -0.1 0.1 0.0
H 4.27457 -0.46124 -0.58018 -0.1 0.0 -0.1
H 1.95951 -1.49653 -2.30757 0.0 0.0 0.1
H 2.15983 0.65583 0.30688 -0.1 0.0 -0.1
H 2.56323 1.41156 -1.64004 0.0 0.0 0.0
H 0.76794 0.62096 -2.40058 0.2 0.0 0.2
H 0.77457 1.93816 -0.68024 0.0 0.0 -0.1
H -1.26253 0.78444 0.93127 0.2 0.1 0.0
H -1.35003 -3.44068 -0.30479 -0.1 0.1 -0.1
H -1.16173 -2.28665 1.02622 0.0 0.0 -0.1
H -2.58787 -2.18728 -0.02093 0.1 0.0 0.0
H -1.52602 -2.12897 -2.74029 0.0 0.1 0.1
H -2.47337 -0.86532 -1.93630 0.1 0.0 0.0
H -0.89052 -0.47064 -2.67763 -0.1 -0.1 0.0
C -1.94578 -2.52911 7.36341 0.0 0.0 0.0
C -2.26642 -3.75101 6.51066 0.0 0.0 0.0
C -1.46371 -3.81446 5.21136 0.0 0.0 0.0
C -1.68183 -2.63401 4.26221 0.0 0.0 0.0
C -3.13501 -2.40416 3.84984 0.0 0.0 0.0
C -3.75149 -3.58296 3.10426 0.0 0.0 0.0
H -2.18588 -1.60238 6.84010 0.0 0.0 0.0
H -2.50821 -2.53513 8.29871 0.0 0.0 0.0
H -0.88203 -2.49769 7.61190 0.0 0.0 0.0
H -3.33696 -3.76477 6.28397 0.0 0.0 0.0
H -2.07028 -4.65820 7.08966 0.0 0.0 0.0
H -1.70072 -4.74878 4.69482 0.0 0.0 0.0
H -0.39772 -3.86903 5.45572 0.0 0.0 0.0
H -1.08104 -2.79407 3.36289 0.0 0.0 0.0
H -1.29135 -1.71839 4.71317 0.0 0.0 0.0
H -3.16888 -1.51944 3.20926 0.0 0.0 0.0
H -3.74482 -2.17022 4.72883 0.0 0.0 0.0
H -3.16986 -3.81438 2.20872 0.0 0.0 0.0
H -4.77196 -3.35929 2.78832 0.0 0.0 0.0
H -3.78932 -4.48383 3.72062 0.0 0.0 0.0
C 1.04054 5.65335 -2.25782 0.0 0.0 0.0
C 2.26876 4.90527 -2.76053 0.0 0.0 0.0
C 2.40400 4.90807 -4.28463 0.0 0.0 0.0
C 1.23736 4.24704 -5.02726 0.0 0.0 0.0
C 0.94499 2.82230 -4.56236 -0.1 0.0 0.1
C 2.11018 1.85851 -4.72422 0.0 0.0 0.0
H 0.11909 5.18852 -2.61284 0.0 0.0 0.0
H 1.00100 5.65586 -1.16791 0.0 0.0 0.0
H 1.04345 6.69300 -2.60077 0.0 0.0 0.0
H 2.24276 3.87627 -2.39028 0.0 0.0 0.0
H 3.16884 5.35508 -2.33070 0.0 0.0 0.0
H 3.33490 4.39986 -4.55036 0.0 0.0 0.0
H 2.50814 5.94087 -4.63869 0.0 0.0 0.0
H 1.46029 4.24870 -6.10068 0.0 0.0 0.0
H 0.33550 4.85525 -4.90454 0.0 0.0 0.0
H 0.07082 2.43835 -5.09759 0.0 0.0 0.0
H 0.66433 2.82799 -3.50498 0.0 0.0 0.0
H 2.42240 1.74962 -5.76804 0.0 0.0 0.0
H 1.81752 0.88566 -4.32957 0.1 0.0 0.0
H 2.96871 2.19035 -4.13862 0.0 -0.1 0.0